No. 1
Below is 12 unconnected molecules or ions with the total composition C19H24BCl33N3O3, with properties calculated with ωB97M-V/def2-TZVPD.

Last column: Löwdin charge in e.
Positions of all 83 atoms, in Å:
C: -1.78 0.70 -1.88  -0.071
C: -1.90 0.92 -0.68  -0.289
N: -2.41 0.76 0.67  0.081
C: -1.48 -0.02 1.54  -0.266
C: -1.71 -1.59 1.52  -0.113
C: -1.62 -2.26 0.10  -0.221
N: -2.71 -2.46 -0.58  0.053
B: 0.05 0.41 1.12  -0.476
O: 0.53 1.74 1.40  0.105
N: 1.04 -0.51 0.47  -0.105
C: 1.41 -0.03 -0.92  -0.128
C: 2.33 -0.38 1.24  -0.099
C: -1.62 0.44 3.06  -0.602
O: -1.11 -0.28 3.97  -0.069
O: -2.27 1.53 3.43  -0.113
H: -1.53 0.50 -2.95  0.062
H: -2.53 1.73 1.00  0.115
H: -2.71 -1.84 1.99  0.068
H: -0.90 -2.07 2.16  0.124
H: -0.65 -2.56 -0.40  0.104
H: -3.52 -2.12 -0.04  0.036
H: -0.08 2.41 1.04  0.105
H: 0.84 -0.69 -1.65  0.085
H: 1.11 1.05 -1.10  0.094
H: 2.50 -0.24 -1.08  -0.034
H: 3.04 -1.22 0.96  0.088
H: 2.83 0.58 0.91  0.088
H: 2.16 -0.31 2.36  0.101
C: 0.00 -0.67 7.20  -1.523
Cl: 1.72 -0.66 6.81  0.515
Cl: -0.45 -2.19 8.00  0.497
Cl: -0.41 0.71 8.23  0.518
H: -0.57 -0.59 6.27  -0.013
C: -3.83 4.17 -2.73  -1.488
Cl: -3.26 2.61 -2.10  0.678
Cl: -2.64 5.44 -2.42  0.511
Cl: -4.18 4.06 -4.46  0.501
H: -4.75 4.44 -2.21  0.012
C: 5.08 -1.71 -3.16  -1.522
Cl: 5.79 -1.28 -4.72  0.521
Cl: 4.32 -0.31 -2.41  0.608
Cl: 3.90 -3.02 -3.36  0.547
H: 5.87 -2.06 -2.51  -0.058
C: -0.57 5.43 -6.08  -1.543
Cl: -0.06 3.86 -5.45  0.489
Cl: 0.67 6.66 -5.78  0.516
Cl: -0.94 5.32 -7.81  0.511
H: -1.48 5.72 -5.55  -0.013
C: 4.82 -5.78 -5.68  -1.553
Cl: 5.57 -4.82 -6.96  0.518
Cl: 3.81 -7.05 -6.37  0.524
Cl: 6.05 -6.48 -4.62  0.518
H: 4.19 -5.13 -5.08  -0.044
C: -4.46 -0.26 5.10  -1.524
Cl: -4.74 -1.51 6.32  0.499
Cl: -4.65 -0.93 3.48  0.586
Cl: -5.56 1.11 5.35  0.507
H: -3.44 0.09 5.20  -0.005
C: -4.02 0.79 9.61  -1.528
Cl: -3.77 -0.95 9.71  0.505
Cl: -5.61 1.16 8.93  0.481
Cl: -3.83 1.53 11.21  0.494
H: -3.26 1.21 8.95  -0.011
C: -5.14 5.67 10.55  -1.532
Cl: -4.36 5.71 12.14  0.509
Cl: -5.58 4.02 10.11  0.492
Cl: -6.57 6.72 10.53  0.508
H: -4.44 6.05 9.81  0.016
C: 1.58 0.62 -6.94  -1.578
Cl: 0.64 0.65 -5.44  0.511
Cl: 2.48 2.13 -7.16  0.514
Cl: 2.69 -0.76 -6.94  0.500
H: 0.90 0.51 -7.77  -0.092
C: 0.90 -1.39 -10.33  -1.506
Cl: -0.05 -1.34 -8.85  0.572
Cl: 1.77 0.14 -10.55  0.542
Cl: 2.03 -2.75 -10.31  0.527
H: 0.23 -1.52 -11.17  0.014
C: 8.01 -5.59 -1.31  -1.545
Cl: 9.65 -5.48 -1.95  0.522
Cl: 8.03 -6.06 0.39  0.532
Cl: 7.15 -4.06 -1.51  0.548
H: 7.48 -6.35 -1.87  -0.011

## Properties
- LUMO (eV) = 1.39
- strongest force on any atom (Eh/bohr) = 0.082
- HOMO (eV) = -5.589
- charge = -1
- multiplicity = 1


No. 2
Below is a single C6H13N molecule, with properties calculated with ωB97M-V/def2-TZVPD.

Last column: Löwdin charge in e.
Positions of all 20 atoms, in Å:
C: -2.29 1.40 0.27  -0.129
C: -0.83 1.09 0.40  -0.176
N: -0.25 -0.10 0.11  -0.169
C: -1.08 -1.31 0.12  -0.006
C: 1.05 -0.25 -0.21  -0.356
C: 1.73 -1.58 -0.02  -0.075
C: 1.82 0.98 -0.54  -0.089
H: -2.96 0.76 0.85  0.058
H: -2.44 2.41 0.65  0.068
H: -2.65 1.40 -0.77  0.071
H: -0.14 1.90 0.61  0.082
H: -0.97 -1.84 -0.84  0.102
H: -0.75 -1.98 0.92  0.095
H: -2.12 -1.05 0.28  0.075
H: 2.81 -1.44 -0.16  0.072
H: 1.61 -1.99 1.00  0.075
H: 1.41 -2.36 -0.72  0.072
H: 1.20 1.64 -1.17  0.080
H: 2.72 0.72 -1.10  0.072
H: 2.13 1.59 0.33  0.078

## Properties
- LUMO (eV) = 0.98
- energy relative to the best compared isomer or geometry (same formula, charge and spin) (kcal/mol) = 51.0
- strongest force on any atom (Eh/bohr) = 0.004
- HOMO (eV) = -5.903
- charge = 0
- multiplicity = 1


No. 3
Below is a molecular structure, C7H21ClI2N5P2Pt, with properties calculated with ωB97M-V/def2-TZVPD.

Last column: Löwdin charge in e.
Positions of all 39 atoms, in Å:
I: 0.36 1.35 -4.72  0.707
I: -0.30 2.65 -2.24  0.630
Pt: 0.04 -0.22 -0.55  0.643
P: -2.27 -0.30 -0.70  0.591
C: -3.12 0.82 0.45  -0.218
C: -2.87 0.11 -2.35  -0.270
H: -3.97 0.07 -2.40  0.090
H: -3.89 -2.06 -0.37  0.090
H: -2.42 -0.57 -3.08  0.025
H: -2.27 -2.68 -0.89  0.043
H: -2.78 1.85 0.27  0.049
H: -2.54 1.13 -2.60  -0.038
C: -2.80 -1.97 -0.24  -0.213
H: -4.21 0.74 0.27  0.089
H: -2.52 -2.16 0.80  0.067
H: -2.88 0.53 1.48  0.056
P: 2.33 -0.28 -0.69  0.575
C: 3.20 0.83 0.46  -0.232
C: 2.90 -1.95 -0.25  -0.226
H: 2.53 -0.56 -3.07  0.013
H: 4.06 0.12 -2.38  0.088
H: 2.62 1.15 -2.59  -0.012
C: 2.96 0.14 -2.35  -0.283
H: 2.38 -2.67 -0.90  0.041
H: 4.00 -2.02 -0.38  0.086
H: 4.29 0.73 0.31  0.086
H: 2.92 0.56 1.49  0.056
H: 2.62 -2.15 0.79  0.067
H: 2.88 1.87 0.27  0.052
Cl: 0.02 -1.64 -2.41  0.099
N: -0.76 0.17 4.73  0.185
N: -0.12 0.45 3.51  -0.208
N: 0.08 1.77 3.19  0.194
C: 0.19 1.69 1.86  -0.191
N: 0.01 0.43 1.39  -0.242
N: -0.30 -0.35 2.47  0.128
H: -0.55 -0.83 4.89  0.138
H: -0.23 0.74 5.39  0.128
H: 0.37 2.53 1.18  0.114

## Properties
- LUMO (spin up / spin down) (eV) = -10.22 / -14.61
- energy relative to the best compared isomer or geometry (same formula, charge and spin) (kcal/mol) = 6.3
- strongest force on any atom (Eh/bohr) = 0.064
- HOMO (spin up / spin down) (eV) = -19.080 / -19.041
- charge = +3
- multiplicity = 5


No. 4
Below is a molecular structure, C33H64Br14O18, with properties calculated with ωB97M-V/def2-TZVPD.

Last column: Löwdin charge in e.
Positions of all 129 atoms, in Å:
C: 4.55 3.30 4.49  -0.048
C: 3.34 4.20 4.66  -0.310
C: 3.46 5.54 3.95  -0.070
O: 2.28 5.63 3.12  -0.001
C: 1.59 4.49 3.18  -0.619
O: 0.60 4.29 2.55  0.060
O: 2.23 3.59 3.98  0.039
H: 4.84 3.25 3.45  0.076
H: 4.55 2.34 5.01  0.048
H: 5.40 3.78 5.00  0.094
H: 3.07 4.30 5.71  0.151
H: 4.32 5.66 3.28  0.140
H: 3.38 6.34 4.69  0.128
Br: -5.69 1.52 0.66  0.619
C: -4.23 0.31 0.30  -0.723
C: -4.61 -1.16 0.35  -0.664
Br: -3.16 -2.25 -0.38  0.700
H: -3.41 0.50 1.00  0.040
H: -3.75 0.56 -0.65  0.049
H: -5.52 -1.41 -0.20  0.057
H: -4.73 -1.47 1.38  -0.003
Br: 2.19 -1.04 -4.13  0.738
C: 2.46 -2.26 -5.64  -0.681
C: 3.92 -2.58 -5.82  -0.646
Br: 4.15 -3.97 -7.24  0.581
H: 1.99 -1.90 -6.55  0.048
H: 1.90 -3.14 -5.34  0.043
H: 4.32 -3.03 -4.91  0.043
H: 4.50 -1.69 -6.07  0.058
Br: 0.72 -5.12 2.54  0.679
C: 0.13 -3.28 2.67  -0.728
C: -1.08 -3.07 3.57  -0.629
Br: -1.67 -1.20 3.69  0.730
H: -0.13 -2.89 1.69  0.036
H: 0.93 -2.63 3.02  -0.002
H: -0.82 -3.34 4.59  0.049
H: -1.91 -3.70 3.25  0.055
Br: 0.19 6.07 4.97  0.826
C: -0.91 5.55 3.41  -0.586
C: -2.00 4.63 3.91  -0.676
Br: -3.23 4.25 2.41  0.668
H: -0.25 5.15 2.65  -0.074
H: -1.35 6.47 3.04  0.062
H: -2.51 5.02 4.79  0.032
H: -1.63 3.67 4.28  -0.033
Br: -5.55 -0.13 3.74  0.657
C: -5.63 1.56 4.69  -0.677
C: -4.25 1.85 5.26  -0.731
Br: -4.36 3.22 6.63  0.627
H: -6.41 1.52 5.45  0.050
H: -5.91 2.34 3.97  0.047
H: -3.54 2.13 4.48  0.004
H: -3.83 0.92 5.66  0.033
Br: 1.88 -1.11 5.23  0.667
C: 0.67 -0.11 6.37  -0.676
C: 0.82 1.37 6.02  -0.640
Br: -0.82 2.32 6.57  0.675
H: 0.81 -0.32 7.43  0.067
H: -0.29 -0.54 6.12  -0.010
H: 0.87 1.54 4.95  0.000
H: 1.64 1.86 6.54  0.056
Br: 2.63 1.40 -0.80  0.874
C: 3.35 1.43 1.02  -0.633
C: 3.32 0.01 1.51  -0.637
Br: 4.38 0.02 3.18  0.631
H: 2.70 2.05 1.64  0.050
H: 4.37 1.80 0.97  0.049
H: 3.86 -0.69 0.88  0.041
H: 2.33 -0.38 1.72  0.033
C: 3.39 -6.21 -3.73  -0.052
O: 2.79 -5.03 -3.25  -0.004
C: 3.01 -4.72 -1.97  -0.619
O: 3.75 -5.30 -1.22  0.130
O: 2.34 -3.62 -1.68  -0.010
C: 2.46 -3.17 -0.34  -0.031
H: 3.74 -6.87 -2.94  0.095
H: 4.12 -6.05 -4.52  0.080
H: 2.65 -6.75 -4.33  0.095
H: 2.01 -2.18 -0.23  0.072
H: 3.50 -3.06 -0.04  0.102
H: 1.92 -3.86 0.31  0.047
C: -1.36 0.47 -5.48  -0.046
O: -1.96 -0.23 -6.55  0.019
C: -1.40 -1.34 -7.01  -0.601
O: -0.54 -1.97 -6.44  0.106
O: -2.02 -1.66 -8.14  0.013
C: -1.46 -2.74 -8.88  -0.039
H: -1.35 1.53 -5.71  0.101
H: -0.32 0.15 -5.33  0.051
H: -1.82 0.20 -4.53  0.100
H: -2.04 -2.89 -9.79  0.095
H: -1.49 -3.69 -8.35  0.096
H: -0.40 -2.52 -9.01  0.100
C: 0.11 -0.13 -1.59  -0.198
O: -0.34 0.79 -0.65  -0.049
C: -0.22 0.56 0.65  -0.635
O: 0.19 -0.47 1.16  0.054
O: -0.55 1.68 1.25  0.029
C: -0.55 1.80 2.66  -0.102
H: -0.37 -1.11 -1.57  0.084
H: 1.18 -0.33 -1.51  -0.041
H: -0.03 0.17 -2.63  0.026
H: -0.33 2.78 3.06  0.053
H: 0.14 1.08 3.13  0.065
H: -1.55 1.51 3.01  0.048
C: 0.19 2.62 -3.10  -0.054
O: -0.67 3.69 -3.48  0.027
C: -0.11 4.88 -3.55  -0.622
O: 0.97 5.17 -3.08  0.118
O: -0.91 5.72 -4.17  0.022
C: -0.60 7.09 -4.20  -0.054
H: 0.42 2.75 -2.05  0.064
H: 1.17 2.67 -3.59  0.106
H: -0.27 1.66 -3.31  0.046
H: -0.96 7.58 -5.10  0.093
H: 0.48 7.25 -4.24  0.092
H: -0.90 7.64 -3.31  0.099
C: -1.55 -4.38 -3.25  -0.054
O: -1.28 -5.24 -2.16  0.006
C: -2.32 -5.78 -1.54  -0.649
O: -3.48 -5.66 -1.88  0.099
O: -1.92 -6.35 -0.42  -0.014
C: -2.87 -7.14 0.30  -0.023
H: -2.51 -3.86 -3.18  0.079
H: -1.49 -4.92 -4.19  0.099
H: -0.83 -3.56 -3.30  0.087
H: -2.33 -7.82 0.96  0.091
H: -3.46 -7.72 -0.41  0.097
H: -3.46 -6.45 0.89  0.097

## Properties
- LUMO (eV) = 0.16
- strongest force on any atom (Eh/bohr) = 0.143
- HOMO (eV) = -9.534
- charge = 0
- multiplicity = 1


No. 5
Below is a single C2H3NOS2 molecule, with properties calculated with ωB97M-V/def2-TZVPD.

Last column: Löwdin charge in e.
Positions of all 9 atoms, in Å:
S: -0.62 -2.69 0.15  0.788
C: -0.40 -1.16 0.00  -1.071
N: -0.64 -0.24 -1.09  -0.163
S: 0.50 1.36 -1.01  0.831
C: 0.49 0.97 0.74  -0.491
O: 0.15 -0.44 0.96  -0.188
H: -0.67 -0.58 -2.01  0.043
H: -0.41 1.68 1.00  0.103
H: 1.59 1.09 1.25  0.148

## Properties
- LUMO (eV) = -0.67
- energy relative to the best compared isomer or geometry (same formula, charge and spin) (kcal/mol) = 59.5
- strongest force on any atom (Eh/bohr) = 0.124
- HOMO (eV) = -8.947
- SMILES = S=C1NSCO1
- charge = 0
- multiplicity = 1


No. 6
Below is 2 unconnected molecules or ions with the total composition C3H9O3, with properties calculated with ωB97M-V/def2-TZVPD.

Last column: Löwdin charge in e.
Positions of all 15 atoms, in Å:
C: 0.48 1.10 0.30  -0.457
O: 0.29 1.30 -1.04  -0.329
C: -0.62 0.23 1.10  -0.145
C: -0.75 -1.09 0.21  -0.223
O: -1.92 -1.77 0.78  -0.190
H: 1.39 0.62 0.53  0.065
H: 0.52 2.05 0.80  0.061
H: -1.61 0.74 0.95  0.110
H: -0.24 0.00 2.11  0.088
H: -0.98 -0.82 -0.78  0.083
H: -0.08 -1.94 0.25  0.100
H: -1.83 -1.78 1.78  0.083
H: 1.60 0.05 -3.00  -0.055
H: 1.60 0.89 -1.63  -0.031
O: 2.15 0.40 -2.35  -0.159

## Properties
- LUMO (eV) = 3.84
- energy relative to the best compared isomer or geometry (same formula, charge and spin) (kcal/mol) = 29.4
- strongest force on any atom (Eh/bohr) = 0.081
- HOMO (eV) = -3.184
- charge = -1
- multiplicity = 1


No. 7
Below is 8 unconnected molecules or ions with the total composition C23H62O9, with properties calculated with ωB97M-V/def2-TZVPD.

Last column: Löwdin charge in e.
Positions of all 94 atoms, in Å:
C: 12.29 11.32 25.85  -0.014
C: 13.82 10.75 26.07  -0.370
C: 13.94 9.27 25.76  -0.055
O: 14.58 11.33 24.93  -0.127
H: 11.94 10.99 26.80  0.017
H: 11.58 10.72 25.13  0.119
H: 12.14 12.30 25.71  -0.001
H: 14.14 11.16 26.88  0.060
H: 13.42 8.73 26.75  0.128
H: 14.90 8.89 25.76  0.027
H: 13.45 9.03 24.75  0.115
H: 14.58 12.34 24.92  0.107
C: 11.34 14.39 29.28  -0.021
C: 10.89 15.41 28.18  -0.451
C: 12.08 15.66 27.15  -0.023
O: 9.78 14.90 27.54  -0.047
H: 12.31 14.38 29.67  0.046
H: 11.58 13.21 28.80  0.139
H: 10.49 14.04 29.60  -0.014
H: 10.67 16.57 28.56  0.183
H: 12.84 16.12 27.51  0.005
H: 11.84 16.20 26.43  -0.033
H: 12.26 14.74 26.33  0.152
H: 9.04 14.87 28.15  0.094
C: 9.19 10.90 27.54  0.001
C: 7.93 10.55 28.17  -0.555
C: 7.40 9.23 28.05  -0.011
O: 8.08 10.70 29.50  -0.070
H: 9.81 11.67 27.79  0.048
H: 9.11 10.95 26.48  0.100
H: 9.78 10.14 27.74  0.033
H: 7.28 11.16 28.10  0.046
H: 6.53 8.85 28.81  0.176
H: 8.10 8.48 28.12  0.058
H: 7.34 9.15 27.12  0.012
H: 7.41 11.44 29.85  0.191
C: 4.63 9.16 32.75  -0.038
C: 5.85 8.13 32.94  -0.469
C: 7.24 8.77 32.79  -0.046
O: 5.72 7.58 34.25  -0.141
H: 4.85 9.61 31.78  0.057
H: 4.57 9.91 33.56  0.080
H: 3.72 8.53 32.74  0.076
H: 5.56 7.22 32.39  0.126
H: 7.35 9.27 31.78  0.074
H: 7.99 7.85 32.96  0.126
H: 7.42 9.51 33.44  0.019
H: 6.44 6.94 34.64  0.146
C: 14.61 13.83 33.07  -0.056
C: 14.38 12.30 33.39  -0.507
C: 14.37 11.98 34.88  -0.081
O: 13.12 11.90 32.96  -0.043
H: 13.99 14.64 33.72  0.129
H: 14.41 14.14 32.17  -0.018
H: 15.57 14.24 33.30  0.052
H: 15.09 11.82 32.64  0.153
H: 15.36 12.41 35.64  0.148
H: 14.61 10.84 34.89  0.086
H: 13.45 12.40 35.34  0.075
H: 13.16 11.66 32.09  -0.008
C: 14.39 6.42 29.67  -0.052
C: 15.24 7.51 30.44  -0.419
C: 15.80 8.52 29.49  -0.011
O: 14.40 8.11 31.41  -0.026
H: 13.52 6.93 29.04  0.122
H: 14.06 5.47 30.26  0.093
H: 15.11 5.90 29.08  0.051
H: 15.90 6.85 30.90  0.113
H: 16.39 9.14 29.96  0.042
H: 15.06 9.07 29.13  0.027
H: 16.40 8.04 28.73  0.110
H: 14.15 7.56 32.07  0.056
C: 8.98 4.60 29.67  -0.042
C: 10.49 5.25 29.73  -0.526
C: 11.43 4.06 29.50  -0.067
O: 10.42 6.21 28.76  -0.103
H: 9.01 4.31 28.60  0.087
H: 8.27 5.35 30.06  0.072
H: 8.82 3.84 30.34  0.022
H: 10.58 5.63 30.79  0.134
H: 11.24 3.12 30.12  0.110
H: 12.50 4.29 29.41  0.046
H: 11.24 3.72 28.54  0.040
H: 10.04 7.10 29.27  0.134
O: 13.16 10.47 30.56  -0.160
C: 12.02 9.98 29.90  -0.184
C: 11.35 8.83 30.77  -0.085
O: 9.97 8.57 30.26  -0.112
H: 13.80 9.67 30.84  0.113
H: 11.58 10.98 29.75  0.107
H: 12.37 9.84 28.87  0.096
H: 11.18 9.07 31.75  0.091
H: 11.77 7.85 30.89  0.089
H: 9.41 9.32 30.27  0.026

## Properties
- LUMO (eV) = 0.19
- energy relative to the best compared isomer or geometry (same formula, charge and spin) (kcal/mol) = 381.8
- strongest force on any atom (Eh/bohr) = 0.240
- HOMO (eV) = -9.070
- SMILES = CC(C)O.CC(C)O.CC(C)O.CC(C)O.CC(C)O.CC(C)O.CC(C)O.OCCO
- charge = 0
- multiplicity = 1